Below is a structure of composition C4H6B3F15O2Pt at a distorted geometry, with properties calculated with ωB97M-V/def2-TZVPD.

```
! RIJCOSX wB97M-V def2-TZVPD def2/J DEFGRID3
* xyz -2 3
Pt -0.48 1.08 0.27
C 2.07 -0.51 0.77
O 1.13 -0.47 -0.34
O 1.42 0.60 1.38
C 2.23 -1.78 1.59
F 1.07 -2.32 2.03
F 2.88 -2.63 0.79
F 3.00 -1.75 2.71
C 1.59 -1.06 -1.54
C 0.95 -2.38 -1.64
H 0.61 -2.54 -2.66
H 1.74 -3.09 -1.38
H 0.15 -2.49 -0.91
H 2.63 -1.03 -1.87
H 1.06 -0.48 -2.29
H 3.12 -0.29 0.57
B -2.04 1.63 2.62
F -1.53 2.54 1.72
F -1.24 1.70 3.70
F -3.38 1.64 2.91
F -1.68 0.47 2.00
B -2.81 -0.49 -0.98
F -3.25 -1.65 -0.42
F -1.43 -0.36 -0.90
F -3.12 -0.46 -2.36
F -3.41 0.67 -0.46
B -0.24 3.11 -1.08
F 0.00 1.95 -1.76
F -1.56 3.07 -0.86
F 0.49 3.04 0.10
F 0.02 4.27 -1.68
*
```

Properties
* expectation value of S²: 2.00
* E_tot: -54393.6069 eV